Entry 1:
A structure of composition C27H31BF6N2O5RbS3Sb. Source: the Open Molecules 2025 dataset; level of theory: ωB97M-V with the def2-TZVPD basis set.

XYZ file:
```
77
Properties=species:S:1:pos:R:3:forces:R:3:lowdin_spin:R:1
Rb -0.894 0.397 1.364 -0.05 0.35 0.19 0.05
O -3.008 -1.747 0.174 -0.01 -0.12 0.16 0.00
C -2.092 -1.499 -0.630 -0.12 0.06 -0.30 0.00
O -1.614 -0.372 -0.905 -0.08 -0.30 -0.80 0.00
C -1.471 -2.696 -1.355 -0.25 -0.07 0.02 0.00
C -2.259 -3.817 -1.613 0.04 -0.02 0.03 0.00
C -1.694 -4.899 -2.264 0.00 0.03 0.02 0.00
C -0.353 -4.833 -2.617 0.01 0.02 0.00 0.00
C 0.346 -3.675 -2.309 0.10 -0.20 -0.11 0.00
N -0.195 -2.626 -1.709 0.05 0.23 0.07 0.01
H -3.287 -3.811 -1.279 -0.02 0.00 0.01 0.00
H -2.282 -5.781 -2.487 -0.01 -0.01 0.00 0.00
H 0.144 -5.656 -3.116 0.00 0.00 0.00 0.00
H 1.399 -3.586 -2.562 0.00 -0.01 -0.01 0.00
C 2.081 -4.270 3.923 -0.07 0.03 -0.06 0.00
C 0.746 -3.686 3.475 0.04 -0.06 0.07 0.03
C -0.213 -3.596 4.648 0.05 0.01 -0.07 0.00
O 1.037 -2.339 2.988 -0.04 0.10 0.10 0.12
B 1.121 -2.426 1.645 0.13 0.01 -0.15 0.61
O 0.773 -3.620 1.112 -0.04 -0.20 0.01 0.12
C 0.153 -4.375 2.207 -0.02 -0.09 -0.03 0.03
C -1.351 -4.188 2.072 0.06 0.00 0.01 0.00
C 0.527 -5.837 2.042 -0.03 0.12 0.01 0.00
H 2.527 -3.581 4.639 0.00 0.01 0.02 0.00
H 2.765 -4.383 3.081 0.03 0.01 -0.01 0.00
H 1.948 -5.240 4.403 -0.01 -0.03 0.00 0.00
H 0.303 -3.190 5.515 0.00 0.03 0.00 0.00
H -0.591 -4.591 4.895 0.00 -0.04 0.02 0.00
H -1.050 -2.943 4.417 -0.03 0.00 0.00 0.00
H -1.646 -3.149 2.206 -0.02 0.05 -0.01 0.00
H -1.889 -4.800 2.797 0.00 -0.01 0.03 0.00
H -1.654 -4.484 1.069 -0.02 -0.02 -0.05 0.00
H 1.603 -5.963 1.937 0.03 0.00 0.01 0.00
H 0.044 -6.236 1.150 -0.01 0.00 -0.03 0.00
H 0.186 -6.413 2.903 -0.02 -0.03 0.04 0.00
F 0.960 0.781 3.187 0.04 0.05 0.58 0.01
Sb -0.117 0.656 4.768 -0.16 0.17 0.69 0.00
F 0.977 1.942 5.638 -0.26 -0.27 -0.16 0.00
F -1.219 2.069 4.088 0.29 -0.29 0.07 0.00
F -1.249 0.453 6.294 0.39 0.14 -0.48 0.00
F -1.295 -0.518 3.800 0.31 -0.08 0.56 0.00
F 0.987 -0.741 5.424 -0.28 0.23 -0.14 0.00
O -1.014 2.615 -0.320 0.43 0.27 0.64 0.00
S -1.654 2.259 -1.604 -0.49 0.11 -0.67 0.00
C -1.890 3.842 -2.449 -0.01 -0.06 0.09 0.00
C -1.820 5.031 -1.739 0.01 -0.12 0.01 0.00
C -1.992 6.230 -2.412 0.01 0.04 0.07 0.00
C -2.225 6.234 -3.780 -0.01 0.09 -0.05 0.00
C -2.271 5.040 -4.482 -0.02 0.01 -0.11 0.00
C -2.093 3.837 -3.817 0.00 -0.05 -0.02 0.00
C -3.395 2.012 -1.216 0.05 -0.05 -0.08 0.00
C -3.879 2.424 0.012 0.08 0.06 0.00 0.00
C -5.205 2.178 0.329 -0.03 0.02 0.07 0.00
C -6.027 1.523 -0.575 -0.08 0.00 0.05 0.00
C -5.524 1.106 -1.799 0.03 -0.03 -0.08 0.00
C -4.198 1.344 -2.122 -0.04 -0.02 0.00 0.00
H -1.617 4.992 -0.677 0.00 0.01 0.04 0.00
H -1.942 7.164 -1.868 0.00 0.01 0.01 0.00
H -2.359 7.173 -4.302 0.00 0.01 0.00 0.00
H -2.433 5.045 -5.552 0.00 0.00 -0.02 0.00
H -2.098 2.900 -4.360 -0.01 -0.05 -0.02 0.00
H -3.211 2.913 0.709 0.00 0.01 0.02 0.00
H -5.593 2.487 1.292 0.00 -0.01 0.00 0.00
H -7.058 1.316 -0.316 0.01 0.00 0.00 0.00
H -6.160 0.569 -2.491 -0.01 -0.01 -0.02 0.00
H -3.780 0.986 -3.054 0.02 -0.04 -0.05 0.00
S 0.472 0.042 -3.460 -0.04 -0.06 -0.05 0.00
C 0.594 -0.050 -5.073 -0.07 0.12 -0.03 0.00
N 1.706 -0.328 -5.807 0.06 -0.08 0.07 0.00
C 1.659 0.000 -7.214 0.00 0.08 -0.16 0.00
C 0.217 -0.266 -7.633 -0.03 0.02 0.04 0.00
S -0.771 0.210 -6.178 0.17 -0.06 -0.06 0.00
H 2.577 -0.308 -5.300 0.00 0.00 0.00 0.00
H 2.356 -0.625 -7.773 -0.02 0.03 0.01 0.00
H 1.915 1.055 -7.388 -0.02 -0.07 0.02 0.00
H 0.061 -1.322 -7.854 -0.02 0.02 0.03 0.00
H -0.073 0.331 -8.494 -0.01 -0.01 0.00 0.00
```
Positions in Å, forces in eV/Å.

Summary:
E_tot = -3616.4339 a.u.
Spin multiplicity = 2
Net charge = -1
HOMO-LUMO gap (spin up / spin down) = 7.18 / 7.72 eV
HOMO energy (spin up / spin down) = -5.38 / -5.92 eV
Energy above the lowest of the compared OMol25 structures with the same formula, charge and spin = 128.9 kJ/mol

Entry 2:
A structure of composition C27H31BGe2N8Ni in a non-equilibrium geometry. Source: the Open Molecules 2025 dataset; level of theory: ωB97M-V with the def2-TZVPD basis set.

XYZ file:
```
70
Properties=species:S:1:pos:R:3:forces:R:3:nbo_charge:R:1
Ni 10.780 8.771 8.499 0.09 0.40 0.94 1.45
C 14.938 8.757 8.269 0.09 0.55 -0.09 -0.32
C 13.729 8.278 7.819 -0.20 -0.68 -0.14 0.00
N 12.723 8.847 8.499 0.15 -0.21 -0.58 -0.47
N 13.283 9.749 9.345 -0.72 0.04 0.22 -0.33
C 14.595 9.716 9.209 0.64 -0.79 -0.53 0.06
B 12.359 10.647 10.209 -0.07 0.22 0.04 0.93
N 11.456 9.693 11.067 -0.21 -0.15 0.07 -0.34
C 11.466 9.548 12.400 -0.53 -1.06 -0.20 0.06
C 10.755 8.388 12.729 -0.04 0.61 -0.06 -0.32
C 10.309 7.899 11.507 -0.02 -0.45 0.41 0.00
N 10.719 8.679 10.511 0.33 0.39 -0.70 -0.47
N 11.447 11.422 9.188 0.35 -1.00 0.59 -0.31
C 11.456 12.705 8.892 -0.70 0.67 -0.64 0.06
C 10.549 12.935 7.851 0.04 -0.94 0.00 -0.32
C 10.054 11.670 7.545 0.10 -0.49 0.28 -0.02
N 10.600 10.733 8.386 -0.74 1.03 -0.95 -0.49
N 13.073 11.646 11.092 -0.71 0.06 0.03 -0.42
C 14.345 11.937 11.472 0.24 0.03 0.25 -0.03
C 14.304 12.965 12.361 -0.27 0.45 0.26 -0.31
C 12.931 13.291 12.495 0.43 -0.83 -0.74 -0.03
N 12.198 12.495 11.732 0.09 0.01 0.13 -0.31
H 15.913 8.507 7.901 0.14 -0.04 0.06 0.26
H 13.586 7.515 7.054 -0.26 0.28 0.31 0.24
H 15.230 10.336 9.774 0.44 0.42 0.31 0.23
H 11.966 10.243 13.030 0.30 0.38 0.24 0.25
H 10.532 7.994 13.714 0.20 0.11 -0.28 0.26
H 9.760 6.977 11.340 -0.01 0.35 -0.15 0.23
H 12.064 13.395 9.439 0.14 0.12 0.14 0.26
H 10.282 13.849 7.357 0.12 0.15 0.06 0.26
H 9.335 11.387 6.770 0.42 0.08 0.46 0.23
H 15.239 11.436 11.157 -0.11 -0.15 -0.10 0.22
H 15.152 13.424 12.833 0.04 0.07 0.08 0.25
H 12.464 14.059 13.075 -0.13 0.18 0.21 0.23
C 8.866 6.200 8.419 0.61 -0.88 0.03 -1.10
Ge 7.951 7.570 7.439 0.27 0.31 0.84 1.18
C 8.874 8.027 5.858 0.76 0.30 -0.96 -1.10
C 6.103 7.275 7.136 -1.13 0.02 -0.28 -1.08
Ge 7.370 9.492 8.885 -0.06 -1.75 -0.24 1.38
C 6.975 9.014 10.714 0.71 0.97 -0.43 -0.54
C 6.445 7.810 11.202 0.10 0.11 -1.15 -0.19
C 6.226 7.689 12.556 0.16 -0.37 0.69 -0.20
C 6.641 8.716 13.418 0.05 0.24 0.04 -0.17
C 7.236 9.894 12.935 -0.49 -1.30 0.51 -0.14
C 7.407 10.026 11.582 -0.43 0.17 0.07 -0.24
C 6.704 11.006 8.016 0.07 0.06 0.54 -0.57
C 6.436 12.037 8.933 0.41 -0.34 -1.09 -0.17
C 6.287 13.309 8.440 -0.28 0.92 0.22 -0.22
C 6.318 13.545 7.071 -0.22 -0.23 -0.22 -0.08
C 6.477 12.485 6.163 0.10 -0.11 -0.28 -0.21
C 6.723 11.195 6.618 -0.05 0.73 1.22 -0.19
H 8.688 5.210 7.977 -0.28 0.23 0.03 0.28
H 8.580 6.155 9.462 -0.09 0.00 0.21 0.25
H 9.960 6.253 8.364 0.09 0.31 0.11 0.23
H 8.630 7.277 5.095 0.21 0.16 0.09 0.28
H 9.969 8.022 6.002 -0.24 0.00 -0.21 0.22
H 8.582 9.008 5.479 0.12 -0.14 -0.04 0.25
H 5.917 6.334 6.612 0.06 0.07 0.05 0.28
H 5.722 8.101 6.524 -0.04 -0.21 0.03 0.26
H 5.531 7.269 8.063 -0.11 -0.11 0.02 0.25
H 6.204 6.991 10.501 -0.04 0.51 0.53 0.22
H 5.772 6.754 12.931 0.31 0.74 -0.05 0.25
H 6.522 8.616 14.492 -0.15 -0.12 -0.12 0.24
H 7.541 10.681 13.599 0.08 0.09 0.26 0.23
H 7.835 10.968 11.263 0.12 -0.08 -0.40 0.22
H 6.451 11.804 9.978 -0.29 0.24 0.39 0.23
H 6.124 14.137 9.124 0.04 -0.07 -0.12 0.24
H 6.179 14.567 6.709 0.06 -0.41 0.02 0.24
H 6.431 12.673 5.095 0.05 0.06 0.13 0.24
H 6.958 10.351 5.990 -0.14 0.10 -0.39 0.22
```
Positions in Å, forces in eV/Å.

Summary:
E_tot = -7172.0221 a.u.
Spin multiplicity = 3
Net charge = +2
HOMO-LUMO gap (spin up / spin down) = 6.61 / 6.38 eV
HOMO energy (spin up / spin down) = -13.90 / -13.90 eV
Energy above the lowest of the compared OMol25 structures with the same formula, charge and spin = 0.0 kJ/mol

Entry 3:
A structure of composition C27H31CeN2OSSi in a non-equilibrium geometry. Source: the Open Molecules 2025 dataset; level of theory: ωB97M-V with the def2-TZVPD basis set.

XYZ file:
```
64
Properties=species:S:1:pos:R:3:forces:R:3:lowdin_spin:R:1
Ce 0.045 -0.299 -0.186 0.77 -1.05 -0.93 1.01
C -2.865 0.917 2.269 -0.04 -0.05 -0.01 0.00
C -1.479 0.345 2.238 0.15 -0.05 0.41 0.00
C -1.281 -1.050 2.253 0.07 0.07 0.31 0.00
C 0.002 -1.596 2.356 0.02 0.16 0.57 0.00
C 1.121 -0.752 2.430 -0.15 0.04 0.41 0.00
C 0.942 0.637 2.407 -0.18 -0.17 0.49 0.00
C -0.348 1.177 2.314 -0.01 -0.19 0.32 0.00
H -2.841 2.002 2.239 -0.03 0.00 -0.04 0.00
H -3.370 0.615 3.188 0.03 -0.05 0.02 0.00
H -3.463 0.539 1.437 -0.02 0.05 -0.01 0.00
H -2.143 -1.708 2.279 0.02 0.03 -0.13 0.00
H 0.120 -2.666 2.502 0.01 0.10 -0.26 0.00
H 2.104 -1.163 2.636 -0.08 0.00 -0.23 0.00
H 1.788 1.291 2.602 -0.06 -0.04 -0.27 0.00
H -0.483 2.247 2.437 -0.01 -0.04 -0.28 0.00
C 1.815 -2.730 -3.877 0.28 0.59 0.68 0.00
Si 2.333 -1.808 -2.287 -0.30 -1.16 0.56 0.00
C 1.555 -2.770 -0.751 0.26 0.55 -0.64 0.00
C 4.222 -1.734 -2.052 -0.89 0.19 -0.13 0.00
N 1.442 -0.334 -2.015 -0.26 0.16 0.47 -0.01
C 1.549 0.821 -2.771 -0.24 0.82 -0.04 0.00
C 2.264 0.930 -3.969 -0.30 0.03 0.47 0.00
C 2.237 2.094 -4.710 0.02 0.17 -0.16 0.00
C 1.511 3.193 -4.287 0.08 -0.18 0.06 0.00
C 0.839 3.147 -3.076 -0.30 -0.04 0.31 0.00
C 0.869 1.983 -2.335 0.46 -0.29 -0.62 0.00
O 0.195 1.833 -1.071 0.50 0.79 -0.94 0.00
C -0.502 2.935 -0.553 -0.76 0.39 0.48 0.00
C 0.156 4.073 -0.106 0.11 -0.40 -0.15 0.00
C -0.586 5.086 0.478 0.03 -0.13 0.01 0.00
C -1.959 4.955 0.620 -0.15 0.02 -0.03 0.00
C -2.609 3.823 0.158 0.06 0.06 0.08 0.00
C -1.881 2.798 -0.424 0.35 -0.31 -0.41 0.00
H 2.187 -3.748 -3.879 0.12 -0.22 0.08 0.00
H 2.222 -2.243 -4.757 0.09 0.10 -0.20 0.00
H 0.735 -2.774 -3.996 -0.17 0.03 0.09 0.00
H 1.842 -3.816 -0.805 -0.05 -0.17 0.09 0.00
H 0.439 -2.768 -0.735 0.43 -0.23 0.00 0.00
H 1.973 -2.393 0.198 -0.16 -0.10 -0.06 0.00
H 4.673 -2.722 -2.032 -0.09 -0.22 -0.03 0.00
H 4.491 -1.231 -1.126 -0.05 0.08 0.12 0.00
H 4.695 -1.188 -2.864 0.07 0.12 -0.17 0.00
H 2.840 0.084 -4.302 0.11 -0.19 -0.16 0.00
H 2.786 2.144 -5.633 0.11 0.00 -0.18 0.00
H 1.469 4.084 -4.887 0.03 0.20 -0.07 0.00
H 0.291 4.011 -2.732 -0.05 0.04 0.03 0.00
H 1.224 4.159 -0.230 0.15 0.03 0.01 0.00
H -0.088 5.977 0.826 0.06 0.10 0.03 0.00
H -2.530 5.746 1.078 -0.05 0.12 0.04 0.00
H -3.682 3.743 0.242 -0.11 -0.04 0.02 0.00
H -2.371 1.903 -0.816 0.05 0.20 0.08 0.00
S -2.429 -1.386 -0.937 0.01 0.07 0.76 0.00
C -2.842 -1.584 -2.579 -0.15 0.00 -0.45 0.00
N -2.110 -0.975 -3.544 -0.06 -0.08 0.07 0.00
C -2.409 -1.081 -4.858 -0.15 -0.06 -0.29 0.00
C -3.477 -1.832 -5.267 -0.05 -0.08 0.18 0.00
C -4.273 -2.472 -4.301 0.31 0.23 -0.10 0.00
C -3.961 -2.342 -2.970 0.31 0.19 0.14 0.00
H -1.293 -0.423 -3.252 -0.42 -0.33 -0.26 0.00
H -1.783 -0.534 -5.546 0.12 -0.01 0.02 0.00
H -3.704 -1.936 -6.314 0.04 0.11 -0.12 0.00
H -5.132 -3.056 -4.598 -0.01 -0.02 -0.05 0.00
H -4.561 -2.811 -2.204 0.08 0.02 0.02 0.00
```
Positions in Å, forces in eV/Å.

Summary:
E_tot = -2394.6386 a.u.
Spin multiplicity = 2
Net charge = +2
HOMO-LUMO gap (spin up / spin down) = 6.84 / 6.87 eV
HOMO energy (spin up / spin down) = -13.14 / -13.14 eV
Energy above the lowest of the compared OMol25 structures with the same formula, charge and spin = 0.0 kJ/mol

Entry 4:
A structure of composition C27H31Cl5N2OZn. Source: the Open Molecules 2025 dataset; level of theory: ωB97M-V with the def2-TZVPD basis set.

XYZ file:
```
67
Properties=species:S:1:pos:R:3:forces:R:3:nbo_charge:R:1
Zn -1.456 1.495 -0.832 -0.39 0.13 -0.08 1.62
Cl -4.867 1.094 -1.225 0.07 0.02 -0.04 -0.01
C -4.103 2.384 -2.124 -0.05 -0.01 0.08 -0.08
C -2.727 2.516 -2.053 0.57 0.30 -0.11 -0.57
C -2.201 3.619 -2.728 -0.15 -0.13 0.03 0.04
Cl -0.473 3.890 -2.679 -0.12 -0.09 0.04 -0.02
C -2.977 4.543 -3.419 0.10 0.04 -0.04 -0.13
Cl -2.262 5.915 -4.181 -0.06 -0.04 -0.01 0.05
C -4.355 4.352 -3.481 -0.01 0.00 0.03 -0.09
Cl -5.345 5.473 -4.330 0.00 -0.01 -0.02 0.06
C -4.925 3.260 -2.834 -0.05 -0.06 0.01 -0.08
Cl -6.630 3.018 -2.913 0.05 0.00 0.03 0.05
C -2.024 -5.411 0.684 -0.01 0.03 0.00 -0.60
C -0.930 -4.909 -0.272 -0.05 0.04 -0.02 -0.08
C -1.083 -5.598 -1.637 -0.02 0.00 -0.01 -0.60
C 0.432 -5.275 0.315 0.03 0.02 0.01 -0.61
C -1.083 -3.403 -0.471 0.02 -0.07 -0.01 0.07
C -2.294 -2.863 -0.899 -0.02 -0.09 -0.02 -0.21
C -2.409 -1.504 -1.098 0.10 0.15 -0.02 0.06
N -1.402 -0.652 -0.885 0.07 -0.08 0.11 -0.55
C -0.230 -1.149 -0.476 -0.06 0.18 -0.06 0.19
C -0.039 -2.508 -0.274 0.04 -0.09 0.03 -0.25
C 0.877 -0.163 -0.293 -0.12 0.03 -0.12 0.28
C 1.984 -0.441 0.491 0.06 -0.08 0.04 -0.27
C 3.002 0.494 0.623 0.02 -0.03 0.06 0.07
C 2.848 1.684 -0.079 0.02 0.06 0.00 -0.21
C 1.704 1.898 -0.819 -0.11 -0.01 -0.04 0.06
N 0.725 1.001 -0.928 0.03 0.03 0.05 -0.54
C 4.202 0.277 1.538 0.00 0.01 0.00 -0.09
C 4.315 -1.178 1.996 0.00 -0.01 0.02 -0.61
C 5.499 0.660 0.811 0.01 -0.01 -0.06 -0.60
C 4.018 1.178 2.769 0.00 0.01 0.03 -0.59
H -1.892 -6.480 0.864 -0.01 0.05 -0.01 0.21
H -3.024 -5.264 0.272 0.05 0.01 0.02 0.21
H -1.972 -4.891 1.644 0.00 -0.04 -0.05 0.22
H -0.983 -6.681 -1.522 -0.01 0.07 -0.01 0.21
H -0.315 -5.255 -2.336 -0.04 -0.02 0.04 0.21
H -2.060 -5.392 -2.080 0.06 -0.02 0.02 0.21
H 0.475 -6.353 0.480 0.01 0.02 -0.01 0.22
H 0.600 -4.784 1.277 0.00 -0.03 -0.03 0.21
H 1.251 -5.013 -0.360 -0.03 -0.01 0.03 0.21
H -3.154 -3.492 -1.090 0.04 0.03 0.01 0.22
H -3.337 -1.067 -1.443 0.01 0.02 0.04 0.22
H 0.938 -2.862 0.018 -0.03 0.00 0.01 0.23
H 2.026 -1.377 1.028 0.02 0.01 -0.02 0.22
H 3.591 2.469 -0.033 -0.03 -0.04 0.01 0.22
H 1.552 2.840 -1.331 -0.02 -0.05 0.01 0.21
H 4.387 -1.863 1.147 0.00 0.03 0.05 0.21
H 3.467 -1.477 2.617 0.04 0.01 -0.03 0.21
H 5.217 -1.295 2.601 -0.03 -0.01 -0.02 0.22
H 5.606 0.099 -0.122 0.01 0.03 0.07 0.21
H 6.357 0.432 1.447 -0.04 0.02 -0.02 0.21
H 5.538 1.725 0.576 -0.01 -0.07 0.00 0.21
H 3.095 0.928 3.299 0.06 0.02 -0.03 0.22
H 3.968 2.232 2.485 0.00 -0.07 0.02 0.21
H 4.857 1.046 3.458 -0.04 0.02 -0.04 0.21
C 0.077 3.335 2.211 0.06 0.07 0.02 -0.62
C -1.332 2.903 1.815 0.01 -0.03 -0.20 0.12
C -2.079 4.056 1.159 -0.05 0.09 -0.03 -0.63
O -1.276 1.775 1.006 0.08 -0.27 0.14 -1.07
H 0.054 4.152 2.940 0.04 -0.02 -0.02 0.20
H 0.624 3.678 1.325 -0.03 -0.02 0.06 0.19
H 0.617 2.489 2.645 -0.02 0.04 -0.02 0.20
H -1.870 2.650 2.741 -0.05 -0.06 0.06 0.13
H -1.532 4.406 0.274 -0.04 -0.03 0.05 0.19
H -2.186 4.898 1.849 -0.01 0.01 -0.06 0.20
H -3.076 3.736 0.844 0.06 0.01 0.02 0.21
```
Positions in Å, forces in eV/Å.

Summary:
E_tot = -5312.5649 a.u.
Net charge = 0
HOMO-LUMO gap = 7.74 eV
HOMO energy = -8.11 eV

- Which formula does entry 2 have?
  C27H31BGe2N8Ni